[1]
75
Properties=species:S:1:pos:R:3:forces:R:3:lowdin_charge:R:1 method="wB97M-V/def2-TZVPD" smiles="C=[N+](C)[C@H](c1ccc(OC)cc1)C1N(c2c(C)cc(C)cc2C)CCN1c1c(C)cc(C)cc1C" mol_weight_g_mol=470.68 homo_ha=-0.39303 total_charge=+1
C -6.9765 -0.7325 -0.5477 -0.142 -0.023 0.001 -0.041
C -5.5284 -0.4983 -0.8769 0.110 0.289 -0.076 -0.255
C -4.9906 0.7898 -0.7895 -0.326 -0.329 0.215 -0.006
C -3.6292 1.0294 -0.9671 -0.105 -0.518 -0.026 -0.226
C -3.1260 2.4311 -0.7977 0.249 0.473 0.093 -0.033
C -2.7841 -0.0737 -1.2604 -0.323 0.475 -0.590 -0.208
N -1.3879 0.0754 -1.4892 0.327 -0.992 0.287 -0.034
C -0.3219 0.2869 -0.4859 0.188 3.561 -3.722 -0.254
N 0.8553 0.3174 -1.3506 -0.628 -0.363 0.440 -0.040
C 2.1920 -0.0276 -1.0282 1.064 -0.017 -0.119 -0.167
C 2.6728 -1.3421 -1.2519 0.269 0.565 0.361 -0.205
C 1.8185 -2.4279 -1.8255 -0.195 -0.444 -0.030 -0.028
C 4.0042 -1.6427 -0.9509 -0.110 0.273 -0.036 -0.011
C 4.9075 -0.6679 -0.5216 -0.264 -0.087 -0.008 -0.258
C 6.3468 -1.0418 -0.2726 0.189 0.030 0.108 -0.045
C 4.4323 0.6314 -0.3500 0.159 -0.152 -0.057 -0.004
C 3.1060 0.9711 -0.6089 -0.306 -0.750 -0.039 -0.193
C 2.6727 2.3886 -0.4203 -0.171 0.396 0.221 -0.025
C 0.5112 0.7549 -2.6822 0.843 0.119 -0.120 -0.108
C -0.9989 0.7057 -2.7296 -0.534 0.291 -0.397 -0.119
C -3.3562 -1.3333 -1.5709 -0.227 0.226 0.637 -0.195
C -2.5317 -2.4572 -2.1085 0.153 -0.465 -0.184 -0.023
C -4.7031 -1.5447 -1.3033 -0.126 0.094 -0.015 0.005
H -7.2532 -1.7762 -0.7296 -0.027 0.243 0.028 0.081
H -7.1769 -0.5014 0.5072 0.036 -0.071 -0.229 0.089
H -7.6223 -0.0797 -1.1492 0.113 -0.195 0.116 0.093
H -5.6652 1.6161 -0.5369 0.318 -0.221 -0.074 0.136
H -2.0334 2.4994 -0.8054 -0.221 -0.045 -0.036 0.067
H -3.5002 3.0826 -1.6049 0.100 -0.254 0.268 0.106
H -3.4797 2.8660 0.1520 0.047 -0.121 -0.298 0.096
H 2.3768 -3.3734 -1.8004 -0.217 0.220 -0.111 0.086
H 0.8905 -2.5862 -1.2600 0.131 0.029 -0.295 0.058
H 1.5464 -2.2206 -2.8699 -0.015 -0.044 0.258 0.090
H 4.3572 -2.6664 -1.0685 -0.065 0.148 -0.101 0.121
H 6.9537 -0.1560 -0.0520 -0.124 -0.202 -0.041 0.079
H 6.4372 -1.7341 0.5773 -0.046 0.180 -0.192 0.086
H 6.7868 -1.5474 -1.1448 -0.176 0.170 0.219 0.088
H 5.1164 1.4075 -0.0014 -0.145 -0.159 -0.115 0.124
H 3.3189 2.8779 0.3213 -0.167 -0.040 -0.246 0.084
H 2.7372 2.9593 -1.3598 -0.043 -0.139 0.255 0.092
H 1.6410 2.4440 -0.0528 0.157 0.033 -0.117 0.071
H 0.8835 1.7734 -2.8639 -0.050 -0.127 -0.209 0.122
H 0.9775 0.0728 -3.4087 -0.125 0.266 0.028 0.126
H -1.3540 0.1313 -3.5965 -0.045 0.085 0.226 0.130
H -1.4401 1.7131 -2.8000 0.171 -0.096 -0.175 0.117
H -3.1904 -3.2752 -2.4257 0.160 0.166 0.085 0.089
H -1.9396 -2.1567 -2.9816 -0.030 -0.005 0.297 0.088
H -1.8467 -2.8698 -1.3541 0.004 0.178 -0.254 0.070
H -5.1316 -2.5442 -1.4472 0.154 0.414 0.006 0.128
C 3.1795 3.1836 4.2979 0.125 -0.433 -0.004 -0.052
O 3.5313 1.8974 3.7364 -0.569 -0.216 0.667 -0.074
C 2.5185 1.0607 3.3887 -0.145 0.275 -0.458 -0.259
C 2.8573 -0.1799 2.8003 0.072 0.703 0.092 0.022
C 1.9350 -0.7786 1.9640 -0.439 -0.118 0.100 -0.024
C 0.7098 -0.1508 1.6898 -0.189 -0.242 0.183 -0.160
C -0.1894 -0.6598 0.5608 0.902 -2.322 3.060 -0.200
N -1.5190 -0.9872 1.0902 -1.535 1.553 0.447 -0.080
C -1.7734 -2.3488 1.5282 -0.425 -0.738 -0.109 0.027
C -2.4459 -0.0566 1.1342 0.654 -1.414 0.841 0.155
C 0.3010 0.9350 2.4782 0.267 -0.682 0.145 -0.023
C 1.1611 1.4563 3.4380 0.483 0.337 -0.425 -0.004
H 4.1406 3.6696 4.4662 -0.216 -0.003 0.056 0.096
H 2.5697 3.7874 3.6065 0.194 -0.333 0.100 0.098
H 2.6415 3.0563 5.2494 0.222 0.086 -0.251 0.098
H 3.8679 -0.5780 2.9092 -0.325 0.183 -0.017 0.131
H 2.1615 -1.7431 1.4994 0.080 0.476 -0.025 0.127
H 0.2233 -1.6048 0.1702 -0.234 0.409 0.167 0.138
H -2.4294 -2.8721 0.8140 0.188 0.222 0.214 0.100
H -0.8126 -2.8732 1.5626 -0.286 0.127 0.144 0.112
H -2.2490 -2.3526 2.5209 0.278 0.021 -0.394 0.116
H -3.4726 -0.3319 1.4014 0.464 -0.012 0.030 0.147
H -2.1543 0.9924 1.2159 -0.189 -0.411 -0.800 0.107
H -0.4571 1.3169 -0.0603 0.018 -0.358 0.216 0.143
H -0.6981 1.3662 2.3736 0.439 -0.098 0.188 0.103
H 0.8280 2.2477 4.1091 0.175 -0.077 -0.402 0.111



[2]
83
Properties=species:S:1:pos:R:3:forces:R:3:lowdin_charge:R:1 method="wB97M-V/def2-TZVPD" mol_weight_g_mol=682.50 homo_ha=-0.06853 total_charge=-2
Sc 0.0973 0.0160 0.2071 -0.551 -0.202 0.253 0.738
C 0.0652 2.5431 0.5825 -0.100 0.167 0.077 -0.162
C 1.0174 2.7279 -0.4884 0.009 0.010 0.075 -0.188
C 0.2837 3.1459 -1.6194 -0.136 -0.077 -0.145 -0.149
C -1.0701 3.2895 -1.2118 0.059 0.037 -0.142 -0.078
C -1.2203 2.9768 0.1273 -0.004 -0.088 -0.025 -0.233
C -2.4892 3.2207 0.9344 0.028 -0.031 -0.098 -0.550
C -3.4177 2.0006 0.9424 -0.025 0.008 0.000 -0.060
C -3.2653 4.3902 0.3114 -0.067 0.018 -0.051 -0.077
C -2.1431 3.6248 2.3694 0.027 0.090 0.066 -0.059
C 0.6952 3.3756 -3.0806 0.002 -0.005 0.063 -0.506
C -0.5416 3.6690 -3.9453 -0.019 0.010 -0.032 -0.086
C 1.3672 2.1312 -3.7035 -0.038 0.010 0.033 -0.026
C 1.6060 4.6081 -3.2282 0.048 0.048 0.019 -0.069
C 2.5120 2.8264 -0.1464 -0.043 -0.115 -0.057 -0.514
C 2.8368 1.9810 1.0905 0.020 0.094 0.028 -0.074
C 3.5000 2.3723 -1.2297 -0.019 -0.048 -0.063 -0.043
C 2.8110 4.2917 0.2179 0.023 0.094 0.033 -0.049
H 0.3489 2.5798 1.6246 0.034 -0.117 0.104 0.085
H -1.8906 3.5455 -1.8686 0.088 -0.003 0.026 0.091
H -3.6789 1.7167 -0.0812 0.014 0.002 0.059 0.084
H -4.3425 2.2110 1.4968 0.057 0.003 -0.044 0.081
H -2.9486 1.1256 1.3911 -0.024 0.018 -0.040 0.010
H -3.6513 4.1288 -0.6780 0.033 0.015 0.080 0.073
H -2.6225 5.2672 0.2009 -0.028 -0.023 0.020 0.082
H -4.1194 4.6530 0.9468 0.016 -0.020 -0.026 0.073
H -1.5263 2.8828 2.8726 0.000 -0.066 0.005 0.053
H -3.0591 3.7613 2.9558 0.036 -0.005 -0.005 0.078
H -1.5866 4.5677 2.3726 -0.019 -0.035 0.000 0.085
H -1.2634 2.8510 -3.8778 0.050 0.046 -0.005 0.078
H -0.2276 3.7669 -4.9914 -0.026 -0.004 0.044 0.077
H -1.0364 4.6003 -3.6494 0.038 -0.060 -0.010 0.078
H 0.6121 1.4581 -4.1166 0.011 0.020 0.062 0.078
H 1.9320 1.5613 -2.9735 0.005 0.076 -0.060 0.049
H 2.0464 2.4152 -4.5177 -0.067 0.006 0.010 0.087
H 1.1440 5.4771 -2.7480 0.013 -0.048 -0.036 0.083
H 1.7567 4.8366 -4.2913 0.002 -0.003 0.053 0.071
H 2.5890 4.4623 -2.7811 -0.096 0.061 -0.022 0.046
H 2.5713 0.9356 0.9516 0.003 -0.053 -0.078 0.035
H 2.3422 2.3424 1.9933 0.006 -0.010 -0.013 0.083
H 3.9155 1.9929 1.2724 -0.001 0.021 0.034 0.087
H 3.3827 1.3095 -1.4542 0.047 0.083 0.059 0.068
H 4.5208 2.5277 -0.8605 -0.025 -0.010 -0.005 0.081
H 3.4026 2.9303 -2.1601 0.027 -0.085 0.113 0.053
H 2.1220 4.6267 0.9996 0.056 -0.006 -0.039 0.085
H 2.6882 4.9547 -0.6419 -0.007 -0.053 0.042 0.063
H 3.8401 4.3922 0.5904 -0.073 0.003 -0.034 0.075
B 2.3389 -1.3762 2.7877 0.084 -0.021 0.006 -0.404
N 1.8539 -2.4453 1.7625 -0.039 0.022 0.071 -0.065
C 2.1579 -3.7499 1.6989 -0.022 0.081 -0.045 -0.101
C 1.5391 -4.2924 0.5847 0.030 0.018 0.038 -0.068
C 0.8554 -3.2125 0.0196 -0.005 -0.061 -0.038 -0.162
N 1.0529 -2.1126 0.7354 -0.015 0.093 0.082 -0.020
N 1.0741 -0.6759 3.3711 -0.018 -0.063 -0.118 -0.066
C 0.6609 -0.6710 4.6443 -0.032 0.005 -0.008 -0.099
C -0.5792 -0.0625 4.7126 -0.040 -0.009 -0.039 -0.064
C -0.8622 0.2647 3.3862 -0.031 0.000 0.094 -0.188
N 0.1395 -0.0929 2.5855 0.168 0.053 -0.034 -0.015
H 2.9046 -1.9508 3.7004 -0.065 0.057 -0.083 0.065
H 3.0541 -0.5711 2.2344 -0.074 -0.133 0.079 0.059
H 2.7967 -4.1946 2.4457 -0.043 0.035 -0.024 0.106
H 1.5690 -5.3137 0.2422 -0.005 0.052 0.008 0.078
H 0.2182 -3.1813 -0.8509 -0.004 -0.006 -0.002 0.106
H 1.2683 -1.1303 5.4075 -0.003 0.031 -0.036 0.107
H -1.2200 0.0584 5.5717 0.079 -0.007 -0.082 0.086
H -1.7666 0.6796 2.9717 0.091 0.043 0.041 0.079
O 3.0707 -1.0282 -2.4186 0.237 -0.050 -0.078 0.050
C 1.8871 -0.8370 -2.2034 -0.358 0.210 0.339 -0.584
O 1.4541 -0.2234 -1.1383 0.519 -0.169 -0.485 -0.190
C 0.8408 -1.2694 -3.1979 -0.015 -0.005 -0.022 -0.158
C 1.3314 -2.0115 -4.2788 -0.085 0.035 0.008 -0.042
C 0.5188 -2.4359 -5.3097 -0.055 0.026 0.049 -0.117
C -0.8352 -2.1023 -5.2662 0.005 0.030 0.060 -0.118
C -1.3377 -1.3758 -4.2064 0.048 -0.002 0.037 -0.143
C -0.5299 -0.9380 -3.1317 0.030 -0.094 -0.028 -0.575
S -1.3807 -0.0255 -1.8897 0.114 -0.146 -0.017 0.597
H 2.3907 -2.2310 -4.2763 0.010 0.009 0.013 0.107
H 0.9251 -3.0120 -6.1321 -0.001 -0.004 -0.010 0.082
H -1.5030 -2.4198 -6.0608 0.005 0.016 0.016 0.087
H -2.3925 -1.1294 -4.1646 0.032 -0.008 -0.015 0.084
Se -2.3707 -1.6554 0.7064 -0.013 0.160 -0.233 0.492
C -2.8112 -2.1171 2.4335 -0.024 0.013 0.349 -0.881
N -3.1684 -2.3893 3.5051 0.110 0.016 -0.220 -0.020



It is found that the energy relative to the best compared isomer or geometry (same formula, charge and spin) values, taken in the order of the records, are 42.0; 27.4 kcal/mol.
It is found that the Kohn-Sham gap values, taken in the order of the records, are 0.25812; 0.23736 hartree.